# 1
{
  "formula": "C46H49N3O8P3S2SnTe",
  "method": "the ωB97M-V functional and the def2-TZVPD basis",
  "mol_weight_g_mol": 1175.3,
  "total_charge": -1,
  "relative_energy_kj_mol": 0.0,
  "max_force_ev_per_a": 0.42,
  "homo_lumo_gap_ev": 6.3,
  "e_lumo_ev": 2.129,
  "elements": ["Te", "Sn", "S", "S", "P", "P", "P", "O", "O", "O", "O", "O", "O", "O", "O", "N", "N", "N", "C", "C", "C", "C", "C", "C", "C", "C", "C", "C", "C", "C", "C", "C", "C", "C", "C", "C", "C", "C", "C", "C", "C", "C", "C", "C", "C", "C", "C", "C", "C", "C", "C", "C", "C", "C", "C", "C", "C", "C", "C", "C", "C", "C", "C", "C", "H", "H", "H", "H", "H", "H", "H", "H", "H", "H", "H", "H", "H", "H", "H", "H", "H", "H", "H", "H", "H", "H", "H", "H", "H", "H", "H", "H", "H", "H", "H", "H", "H", "H", "H", "H", "H", "H", "H", "H", "H", "H", "H", "H", "H", "H", "H", "H", "H"],
  "xyz": [[-3.55398, 0.08746, 3.66787], [-0.72871, -0.08560, -0.06535], [1.55012, 0.71197, -1.79375], [1.79345, 2.67163, -4.05559], [-3.17820, 1.82882, 2.10169], [2.53803, -2.36445, 0.25540], [2.76918, -0.13984, 2.30767], [-1.63069, -2.06420, 1.18507], [-3.36459, 3.25099, 2.84589], [1.73892, 0.79948, 1.80738], [-4.40579, 1.92366, 1.06911], [-1.91635, 1.81789, 1.30525], [-2.98793, -5.09722, -4.30761], [1.09909, -2.01596, 0.39222], [-1.02118, -1.84017, -1.50657], [-3.23458, -0.26628, -0.89407], [-0.49846, 1.74877, -3.26306], [-1.32444, 1.02100, -2.42183], [4.59430, 0.52636, 4.37524], [-1.26547, 4.37554, 3.29736], [-2.23034, -3.65171, -0.46052], [-2.44500, 3.62365, 3.87795], [-4.55344, -0.58978, -2.85081], [0.82822, -1.23384, 3.88052], [-2.37194, -4.06083, 2.10590], [-1.70876, -2.91024, -1.57906], [-2.54453, -4.37355, -5.43796], [4.35582, -5.54223, 2.13004], [0.28919, -2.15902, 4.76352], [2.41788, -2.64141, -3.76588], [6.15982, 2.33880, 4.15558], [2.06670, -2.48992, -2.42934], [-2.94954, -4.83764, -0.72587], [-2.39357, 0.61679, -2.97394], [-5.30801, -1.43664, -0.75514], [-2.69633, -4.57425, -3.08211], [3.05324, -2.58288, -1.45270], [2.35114, 1.32756, -5.12764], [-3.42743, -0.10221, -2.20466], [2.41131, -3.30286, 4.87081], [1.97439, -5.88888, 2.12093], [1.07827, -3.18974, 5.25350], [3.61500, -1.09703, 0.98820], [-6.60912, 2.59989, 0.49362], [-1.97429, -3.42576, -2.88988], [2.16185, -1.34040, 3.49778], [4.72024, -2.97631, -3.14363], [4.14697, 0.74794, 3.07704], [0.76316, 1.65566, -2.96932], [4.18303, -4.34260, 1.45683], [4.37831, -2.82888, -1.81018], [4.70285, 1.78701, 2.32672], [5.70872, 2.57380, 2.86202], [-5.50624, -1.27629, -2.11299], [-5.75893, 1.90012, 1.52973], [3.73494, -2.88130, -4.12135], [-2.05073, -3.18401, 0.90855], [2.95304, -2.37715, 3.99438], [2.90472, -3.90909, 1.11672], [-4.15449, -0.90942, -0.18539], [1.79921, -4.68652, 1.45034], [-3.19806, -5.30621, -1.98550], [5.60122, 1.32016, 4.91148], [3.24946, -6.31522, 2.46201], [3.99030, -2.47122, 3.69088], [-2.90117, -4.91934, -6.30788], [-1.59029, 5.30429, 2.82614], [4.15317, -0.25972, 4.97419], [-6.06414, 0.85945, 1.66073], [-3.01303, 4.24242, 4.57370], [-4.67078, -0.43277, -3.91566], [-0.75234, -2.06510, 5.04351], [-3.35715, -5.40185, 0.10156], [1.04086, -2.28626, -2.14260], [0.81050, -4.32487, 1.19395], [-6.35107, 3.65750, 0.43437], [5.15040, -2.89642, -1.05158], [4.53880, -1.52446, 1.38268], [-7.66654, 2.50803, 0.74919], [-3.96432, -0.99402, 0.88012], [-2.84418, -5.01468, 1.89185], [2.87008, 0.57247, -4.53701], [-2.11848, 2.73166, 4.41907], [-5.82768, 2.39080, 2.50198], [-1.58098, -2.83762, -3.70655], [-1.43149, -4.24363, 2.63059], [3.38511, -7.24951, 2.99225], [-2.95635, -3.36129, -5.44537], [6.93678, 2.96289, 4.57905], [3.02110, -4.11556, 5.24559], [5.35068, -5.87356, 2.39934], [-6.38660, -1.68099, -2.59645], [1.11152, -6.48778, 2.38344], [5.94212, 1.14542, 5.92400], [5.05128, -3.74063, 1.21352], [-6.02203, -1.96088, -0.13491], [0.20698, -0.44058, 3.47894], [-6.44609, 2.15421, -0.48875], [-2.57104, 0.80738, -4.03314], [4.32342, 1.99090, 1.33157], [3.03616, 1.75199, -5.86078], [6.13276, 3.37877, 2.27581], [3.85417, -0.37954, 0.19670], [4.00287, -2.98888, -5.16531], [-1.45376, -4.31257, -5.46888], [5.74946, -3.16208, -3.42287], [-3.00263, -3.47289, 2.77454], [-3.76311, -6.21034, -2.16265], [1.65512, -2.55142, -4.52879], [-0.55151, 4.61455, 4.08900], [1.49917, 0.88301, -5.64024], [-0.76740, 3.76422, 2.54506], [0.65225, -3.91842, 5.93290]],
  "atomic_forces_ev_per_a": [[0.02, -0.13, 0.16], [0.15, -0.15, -0.06], [0.03, 0.03, 0.01], [-0.09, -0.03, -0.06], [0.28, 0.09, -0.18], [-0.27, 0.30, 0.10], [-0.22, 0.22, -0.21], [-0.02, 0.01, 0.08], [-0.14, 0.07, 0.07], [0.16, -0.20, 0.04], [-0.11, 0.09, 0.05], [-0.28, -0.07, 0.14], [-0.01, 0.02, -0.05], [0.25, -0.19, -0.01], [0.11, 0.16, -0.08], [-0.02, -0.08, 0.06], [0.07, -0.11, 0.10], [0.05, 0.02, -0.05], [0.05, -0.01, -0.05], [0.05, -0.01, 0.00], [-0.01, -0.02, -0.01], [0.02, 0.00, -0.09], [-0.09, -0.01, -0.04], [-0.03, 0.03, -0.06], [0.00, 0.00, -0.01], [-0.14, -0.14, 0.01], [-0.01, -0.03, 0.06], [-0.02, 0.01, -0.01], [0.01, -0.03, -0.02], [-0.01, 0.00, 0.04], [-0.01, 0.02, 0.00], [0.02, -0.07, -0.02], [-0.01, 0.04, 0.05], [-0.17, -0.02, 0.16], [0.00, 0.03, 0.03], [-0.01, -0.05, 0.06], [0.05, -0.08, -0.05], [0.06, 0.00, 0.09], [0.19, 0.07, -0.09], [-0.01, 0.03, 0.00], [-0.01, 0.01, -0.01], [-0.03, -0.02, -0.01], [-0.05, -0.05, -0.04], [0.00, 0.00, -0.01], [0.00, 0.01, 0.12], [0.00, -0.08, 0.01], [-0.02, -0.01, 0.01], [0.05, 0.11, 0.09], [0.00, 0.06, -0.06], [-0.02, -0.02, 0.00], [-0.02, 0.04, -0.01], [0.01, -0.05, 0.01], [0.01, -0.02, 0.01], [0.00, 0.00, -0.05], [0.07, 0.02, -0.06], [0.03, 0.01, 0.00], [0.02, -0.03, -0.11], [-0.04, 0.01, 0.02], [-0.06, -0.09, 0.03], [0.03, 0.10, -0.06], [0.05, -0.04, 0.04], [0.05, 0.07, -0.11], [0.00, -0.02, -0.02], [0.02, 0.02, 0.01], [-0.01, 0.00, 0.00], [0.00, 0.00, -0.01], [-0.02, 0.00, 0.00], [-0.02, 0.02, 0.01], [0.00, -0.03, 0.02], [0.00, 0.02, 0.02], [0.00, -0.01, 0.00], [-0.01, -0.02, 0.01], [0.02, 0.02, 0.00], [-0.01, 0.03, 0.00], [-0.01, 0.01, 0.00], [0.01, 0.00, 0.00], [0.00, 0.00, 0.00], [0.05, 0.02, -0.06], [-0.01, 0.01, 0.00], [0.00, -0.03, 0.00], [0.02, 0.02, 0.00], [-0.01, -0.01, -0.01], [-0.01, -0.04, -0.01], [-0.03, 0.01, 0.02], [0.02, -0.01, -0.02], [0.01, 0.02, 0.02], [0.00, -0.01, 0.00], [-0.01, 0.01, -0.01], [0.01, -0.01, -0.01], [0.00, 0.00, 0.00], [0.01, 0.00, 0.00], [0.00, 0.00, 0.00], [0.00, 0.00, 0.00], [0.00, 0.00, 0.01], [0.01, -0.01, -0.01], [0.00, -0.01, 0.01], [0.02, -0.02, -0.04], [-0.02, -0.03, 0.00], [-0.03, 0.03, 0.03], [-0.02, 0.01, 0.01], [0.00, 0.01, 0.00], [0.00, 0.01, 0.00], [0.04, 0.05, 0.06], [0.00, 0.00, 0.00], [0.02, 0.00, 0.01], [0.01, 0.01, 0.00], [0.01, 0.01, 0.01], [-0.01, 0.00, -0.01], [-0.01, -0.01, 0.00], [0.01, 0.02, 0.00], [0.01, -0.02, -0.02], [0.01, -0.01, 0.03], [0.00, 0.01, 0.00]]
}

---

# 2
{
  "formula": "C3H2N2O",
  "method": "the ωB97M-V functional and the def2-TZVPD basis",
  "mol_weight_g_mol": 82.1,
  "total_charge": 0,
  "relative_energy_kj_mol": 398.9,
  "max_force_ev_per_a": 3.59,
  "homo_lumo_gap_ev": [9.2, 9.2],
  "e_lumo_ev": [-1.344, -1.344],
  "elements": ["O", "N", "N", "C", "C", "C", "H", "H"],
  "xyz": [[1.03072, -1.94599, 0.04156], [-2.89638, -0.34970, 0.20884], [1.11966, 0.45110, 0.60993], [-1.84295, -0.03025, -0.10505], [0.81874, -0.78151, -0.03300], [0.39935, 0.44054, -0.57867], [1.19535, 1.14994, 1.36487], [0.17550, 1.06588, -1.50849]],
  "atomic_forces_ev_per_a": [[-0.45, 1.39, -0.10], [-1.26, -0.35, 0.37], [-0.97, 0.99, -1.59], [3.33, 1.00, -0.86], [1.38, -2.27, 0.72], [-2.56, 0.90, 0.03], [-0.08, -0.77, -0.31], [0.61, -0.89, 1.74]]
}

---

# 3
{
  "formula": "C2H4OS",
  "method": "the ωB97M-V functional and the def2-TZVPD basis",
  "mol_weight_g_mol": 76.1,
  "total_charge": 0,
  "relative_energy_kj_mol": 336.0,
  "max_force_ev_per_a": 4.78,
  "homo_lumo_gap_ev": 9.2,
  "e_lumo_ev": 0.303,
  "elements": ["S", "O", "C", "C", "H", "H", "H", "H"],
  "xyz": [[-2.74191, -0.40265, 0.10187], [-1.97009, 1.10404, -0.02000], [0.06502, -0.04642, 0.48585], [-1.14442, 0.08102, -0.43622], [-1.20844, 0.19750, -1.93764], [-0.02200, 0.79760, 1.14288], [0.98949, 0.02807, -0.04430], [-0.04951, -1.01472, 1.07866]],
  "atomic_forces_ev_per_a": [[-0.50, -0.66, 0.19], [-0.52, 0.89, 0.14], [-1.05, -1.82, -0.12], [-0.14, 1.04, -4.18], [1.01, -0.79, 4.61], [0.04, 0.29, 0.49], [0.62, -0.27, -0.30], [0.54, 1.33, -0.83]]
}

---

# 4
{
  "formula": "C4H3NO",
  "method": "the ωB97M-V functional and the def2-TZVPD basis",
  "mol_weight_g_mol": 81.1,
  "total_charge": 0,
  "relative_energy_kj_mol": 668.2,
  "max_force_ev_per_a": 3.48,
  "homo_lumo_gap_ev": [7.6, 7.6],
  "e_lumo_ev": [-2.740, -2.740],
  "elements": ["O", "N", "C", "C", "C", "C", "H", "H", "H"],
  "xyz": [[0.86739, -0.70116, 0.25332], [0.66544, 1.38719, -0.03388], [0.02112, 0.29457, 0.13514], [2.04788, -0.03919, 0.00578], [-1.44421, -0.06923, 0.00616], [3.29746, -0.42937, 0.02402], [-1.45204, -0.82027, -0.69213], [-2.11134, -0.37103, 0.80568], [-1.89170, 0.74849, -0.50408]],
  "atomic_forces_ev_per_a": [[-0.18, -2.78, 0.20], [2.25, -0.86, -0.37], [-0.68, -0.53, 0.40], [-2.20, 2.64, 0.49], [0.69, 2.04, 0.71], [-0.05, 0.55, -0.21], [0.05, -2.14, -1.68], [0.72, 0.15, 0.70], [-0.60, 0.93, -0.24]]
}